# 1
This record from OMol25 describes a 3-piece molecular cluster, C29H38F6N2O10S2Si overall. The level of theory is the ωB97M-V functional and the def2-TZVPD basis.

Output
SMILES string: C=C[C@@](C#N)(CCCC(=O)OCC)[C@@](C#N)(C(F)(F)CC[Si](C)(C)c1ccccc1)C(F)(F)C(F)F.O=S1(=O)OCCO1.O=S1(=O)OCCO1
HOMO-LUMO gap, eV: 6.39
Charge: 0
E_HOMO, eV: -7.86
E_tot, a.u.: -3673.8427

Positions of all 88 atoms, in Å:
C -3.125 2.619 2.525
C -2.006 2.921 1.543
C -1.727 1.830 0.334
C -1.615 0.395 1.200
N -1.788 -0.827 1.663
C -3.052 1.849 -0.617
C -3.990 0.488 -0.549
C -4.981 0.407 0.754
C -5.999 -0.882 0.512
O -6.916 -1.190 1.445
O -5.801 -1.675 -0.737
C -7.148 -2.143 -1.106
C -7.115 -2.744 -2.654
C -0.282 1.973 -0.420
C 0.771 1.360 0.741
N 1.643 0.832 1.564
C -0.061 1.027 -1.738
F -0.980 -0.171 -1.808
F -0.347 1.751 -3.035
C 1.439 0.384 -1.925
C 1.636 -1.133 -1.358
Si 1.531 -2.561 -2.618
C 1.347 -2.076 -4.464
C -0.089 -3.577 -2.166
C 2.998 -3.822 -2.277
C 4.399 -3.429 -1.522
C 5.479 -4.687 -1.299
C 5.164 -6.247 -1.786
C 3.754 -6.624 -2.576
C 2.696 -5.380 -2.794
C 0.282 3.480 -0.671
F 1.494 3.507 -1.581
F 0.872 3.935 0.647
C -0.710 4.611 -1.252
F -1.723 4.203 -2.241
F -1.420 5.453 -0.234
H -4.226 2.995 2.403
H -2.804 1.921 3.439
H -1.401 3.887 1.773
H -3.748 2.808 -0.473
H -2.704 1.905 -1.758
H -4.714 0.573 -1.496
H -3.373 -0.513 -0.753
H -4.394 0.179 1.740
H -5.619 1.403 0.884
H -7.854 -1.189 -1.067
H -7.536 -2.993 -0.401
H -8.188 -2.519 -3.122
H -6.942 -3.908 -2.624
H -6.285 -2.220 -3.305
H 2.320 1.090 -1.538
H 1.628 0.327 -3.104
H 0.891 -1.313 -0.460
H 2.724 -1.173 -0.869
H 0.256 -1.606 -4.585
H 1.386 -2.984 -5.211
H 2.093 -1.229 -4.828
H -0.841 -3.641 -3.065
H 0.192 -4.655 -1.798
H -0.597 -3.041 -1.227
H 4.618 -2.326 -1.162
H 6.491 -4.447 -0.757
H 5.910 -7.136 -1.597
H 3.462 -7.700 -2.937
H 1.681 -5.625 -3.344
H -0.019 5.402 -1.827
O 9.173 -2.738 -1.155
S 8.975 -3.301 0.162
O 8.490 -4.644 0.380
O 8.052 -2.269 1.022
C 8.757 -1.862 2.194
C 10.237 -1.945 1.828
O 10.355 -3.107 1.011
H 8.511 -2.561 3.000
H 8.460 -0.852 2.486
H 10.880 -2.025 2.707
H 10.544 -1.080 1.230
O -4.844 4.763 3.853
S -4.027 4.953 5.031
O -3.624 3.867 5.893
O -4.715 6.115 5.945
C -3.791 7.186 6.128
C -2.896 7.168 4.891
O -2.695 5.788 4.596
H -3.212 6.986 7.036
H -4.323 8.134 6.239
H -1.941 7.670 5.061
H -3.400 7.627 4.034

# 2
This record from OMol25 describes one molecule with the formula C6H10O. The level of theory is the ωB97M-V functional and the def2-TZVPD basis.

Output
HOMO-LUMO gap, eV: 8.03
Charge: 0
E_HOMO, eV: -6.96
Energy above the lowest of the compared OMol25 structures with the same formula, charge and spin, kJ/mol: 364.34
E_tot, a.u.: -309.7036

Positions of all 17 atoms, in Å:
C -1.319 -0.277 0.462
C -0.667 -1.467 -0.249
O 0.613 -1.142 -0.766
C 1.511 -0.581 0.193
C 1.420 0.935 0.235
C 0.277 1.620 -0.112
C -1.027 1.007 -0.277
H -0.924 -0.207 1.490
H -2.397 -0.468 0.559
H -0.605 -2.336 0.422
H -1.262 -1.751 -1.124
H 1.351 -1.069 1.167
H 2.514 -0.870 -0.143
H 2.344 1.493 0.254
H 0.331 2.663 -0.416
H 0.129 0.890 -1.143
H -1.850 1.574 -0.712

# 3
This record from OMol25 describes an isolated ion of composition C4H9NOS and charge -1. The level of theory is the ωB97M-V functional and the def2-TZVPD basis.

Output
HOMO-LUMO gap (spin up / spin down), eV: 2.84 / 7.38
Charge: -1
E_HOMO (spin up / spin down), eV: 0.61 / -3.98
2S+1: 2
Energy above the lowest of the compared OMol25 structures with the same formula, charge and spin, kJ/mol: 267.82
E_tot, a.u.: -685.8705

Positions of all 16 atoms, in Å:
C 0.569 2.164 0.385
N -0.003 0.804 0.811
C -0.029 -0.163 -0.292
C 0.609 -1.366 0.507
S 0.598 -2.990 -0.447
C -1.263 -0.236 -1.029
O -2.189 0.524 -1.053
H -0.076 2.894 -0.145
H 0.884 2.718 1.330
H 1.284 1.871 -0.322
H -1.066 0.898 1.020
H 0.796 0.026 -1.023
H 1.671 -0.895 0.476
H 0.293 -1.485 1.505
H -0.497 -3.586 0.062
H -1.580 -1.178 -1.786

# 4
This record from OMol25 describes one molecule with the formula C2H4OS. The level of theory is the ωB97M-V functional and the def2-TZVPD basis.

Output
SMILES string: C[C@@H]1OS1
HOMO-LUMO gap, eV: 9.14
Charge: 0
E_HOMO, eV: -8.68
Energy above the lowest of the compared OMol25 structures with the same formula, charge and spin, kJ/mol: 223.86
E_tot, a.u.: -551.9434

Positions of all 8 atoms, in Å:
C 0.892 0.203 -0.363
C -0.295 -0.197 0.464
O -1.244 -1.020 -0.089
S -2.064 0.499 -0.087
H 0.364 0.389 -1.303
H 1.476 -0.673 -0.281
H 1.253 1.143 0.083
H -0.382 -0.343 1.576

- Number 2 is which compound?
  C6H10O

Please write out number 2 again, unchanged.
This record from OMol25 describes one molecule with the formula C6H10O. The level of theory is the ωB97M-V functional and the def2-TZVPD basis.

Output
HOMO-LUMO gap, eV: 8.03
Charge: 0
E_HOMO, eV: -6.96
Energy above the lowest of the compared OMol25 structures with the same formula, charge and spin, kJ/mol: 364.34
E_tot, a.u.: -309.7036

Positions of all 17 atoms, in Å:
C -1.319 -0.277 0.462
C -0.667 -1.467 -0.249
O 0.613 -1.142 -0.766
C 1.511 -0.581 0.193
C 1.420 0.935 0.235
C 0.277 1.620 -0.112
C -1.027 1.007 -0.277
H -0.924 -0.207 1.490
H -2.397 -0.468 0.559
H -0.605 -2.336 0.422
H -1.262 -1.751 -1.124
H 1.351 -1.069 1.167
H 2.514 -0.870 -0.143
H 2.344 1.493 0.254
H 0.331 2.663 -0.416
H 0.129 0.890 -1.143
H -1.850 1.574 -0.712

- What is the charge in the first record?
  0

- Look up the E_tot of the second one.
  -309.7036 a.u.